*A*
{
  "formula": "C3H8NOP",
  "method": "the ωB97M-V functional and the def2-TZVPD basis",
  "symbols": ["C", "N", "P", "O", "C", "C", "H", "H", "H", "H", "H", "H", "H", "H"],
  "xyz": [[-3.114, 0.123, -0.773], [-1.930, 0.332, -0.084], [-1.050, -0.924, 0.597], [0.218, -0.106, 1.188], [1.168, 0.537, 0.331], [1.298, 0.042, -1.067], [-3.488, 0.954, -1.352], [-3.536, -0.873, -0.736], [-1.808, -0.729, 1.877], [1.097, 1.630, 0.589], [2.166, 0.366, 0.767], [2.298, 0.301, -1.543], [1.403, -1.034, -0.970], [0.362, 0.151, -1.565]],
  "nbo_charge": [-0.063, -0.764, 1.041, -0.807, -0.068, -0.664, 0.190, 0.162, -0.063, 0.189, 0.173, 0.237, 0.217, 0.220],
  "e_homo_ev": -8.628,
  "charge": 0,
  "gap_ev": 8.971,
  "smiles": "C=NPOCC"
}

=====

*B*
{
  "formula": "C3H8NOP",
  "method": "the ωB97M-V functional and the def2-TZVPD basis",
  "symbols": ["N", "C", "P", "H", "H", "H", "H", "C", "C", "O", "H", "H", "H", "H"],
  "xyz": [[-0.575, -0.393, 2.391], [-0.811, 0.553, 1.575], [0.342, 1.786, 1.085], [0.312, -0.643, 2.801], [-1.237, -1.115, 2.625], [-0.618, 2.716, 0.897], [0.372, 2.294, 2.340], [-0.351, -0.482, -1.725], [-0.297, -1.402, -0.569], [0.766, -1.481, 0.048], [-1.085, 0.291, -1.399], [-0.666, -0.954, -2.635], [0.569, 0.036, -1.887], [-1.206, -1.945, -0.163]],
  "nbo_charge": [-0.704, -0.226, 0.281, 0.345, 0.370, -0.022, -0.033, -0.726, 0.428, -0.560, 0.246, 0.231, 0.239, 0.132],
  "e_homo_ev": -7.575,
  "charge": 0,
  "gap_ev": 8.530,
  "smiles": "NC#[PH2].CC=O"
}

=====

Relative calculated energies, zero for the most stable structure, unit eV: *A* 0.000; *B* 1.544.

=====

*A*
{
  "formula": "C3H4O4",
  "method": "the ωB97M-V functional and the def2-TZVPD basis",
  "symbols": ["O", "C", "C", "O", "C", "O", "O", "H", "H", "H", "H"],
  "xyz": [[-0.882, -2.600, 0.749], [-0.476, -1.508, 0.530], [0.400, -0.545, 0.251], [1.568, -0.250, 0.930], [-0.334, 0.503, -0.512], [-0.095, 0.469, -1.863], [-0.212, 1.804, -0.063], [1.622, -0.767, 1.751], [-1.415, -0.123, -0.244], [-0.543, 1.241, -2.247], [0.367, 1.776, 0.718]],
  "nbo_charge": [-0.440, 0.586, -0.041, -0.679, 0.410, -0.695, -0.701, 0.492, 0.091, 0.481, 0.494],
  "e_homo_ev": -8.667,
  "charge": 0,
  "gap_ev": 8.710,
  "smiles": "O=C=C(O)C(O)O"
}

=====

*B*
{
  "formula": "C3H4O4",
  "method": "the ωB97M-V functional and the def2-TZVPD basis",
  "symbols": ["C", "C", "O", "C", "O", "O", "O", "H", "H", "H", "H"],
  "xyz": [[0.766, -0.357, 0.765], [0.051, 0.797, 0.699], [-1.219, 0.653, 0.372], [0.953, 1.879, 1.110], [2.147, 1.674, 1.183], [0.434, 3.040, 1.434], [-0.838, 3.413, 1.056], [0.527, -1.145, 0.083], [1.823, -0.413, 1.052], [-1.414, -0.277, 0.551], [-1.456, 2.543, 0.570]],
  "nbo_charge": [-0.421, 0.140, -0.675, 0.707, -0.544, -0.219, -0.417, 0.188, 0.245, 0.513, 0.484],
  "e_homo_ev": -9.757,
  "charge": 0,
  "gap_ev": 9.528,
  "smiles": "C=C(O)C(=O)OO"
}

=====

*C*
{
  "formula": "C3H4O4",
  "method": "the ωB97M-V functional and the def2-TZVPD basis",
  "symbols": ["O", "C", "O", "C", "O", "C", "O", "H", "H", "H", "H"],
  "xyz": [[-1.676, -0.752, -1.861], [-1.092, -1.440, -1.069], [-0.450, -1.064, 0.060], [-0.581, 0.319, 0.370], [0.599, 1.071, -0.085], [1.644, 1.188, 0.711], [1.637, 0.639, 1.829], [-1.008, -2.538, -1.174], [-0.646, 0.479, 1.497], [-1.433, 0.787, -0.110], [2.394, 1.717, 0.168]],
  "nbo_charge": [-0.561, 0.651, -0.499, 0.181, -0.511, 0.641, -0.594, 0.128, 0.212, 0.207, 0.145],
  "e_homo_ev": -10.990,
  "charge": 0,
  "gap_ev": 11.833,
  "smiles": "O=COCOC=O"
}

=====

Relative calculated energies, zero for the most stable structure, unit eV: *A* 2.650; *B* 4.975; *C* 0.000.

=====

*A*
{
  "formula": "C3H4O4",
  "method": "the ωB97M-V functional and the def2-TZVPD basis",
  "symbols": ["C", "C", "C", "O", "O", "O", "O", "H", "H", "H", "H"],
  "xyz": [[2.471, -0.482, -0.089], [1.132, -0.126, 0.418], [0.016, -0.091, -0.465], [2.920, -1.554, -0.334], [3.037, 0.687, -0.410], [2.228, 1.655, 0.176], [1.045, -0.236, 1.730], [0.094, 0.804, -0.992], [-0.979, -0.168, -0.112], [0.240, -0.876, -1.334], [0.167, 0.017, 2.055]],
  "nbo_charge": [0.679, 0.546, -0.738, -0.533, -0.242, -0.453, -0.575, 0.299, 0.244, 0.275, 0.498],
  "e_homo_ev": [-8.911, -8.912],
  "charge": 0,
  "gap_ev": [8.597, 8.598]
}

=====

*B*
{
  "formula": "C3H4O4",
  "method": "the ωB97M-V functional and the def2-TZVPD basis",
  "symbols": ["C", "C", "C", "O", "O", "O", "O", "H", "H", "H", "H"],
  "xyz": [[0.044, -0.393, 0.159], [-1.127, -1.225, -0.143], [0.119, 1.063, -0.202], [-1.691, -0.664, 0.930], [1.186, -1.014, 0.442], [1.336, 1.562, 0.148], [-0.771, 1.734, -0.639], [1.895, -0.383, 0.648], [1.366, 2.508, -0.061], [-1.432, -0.882, -1.174], [-0.925, -2.307, -0.109]],
  "nbo_charge": [0.426, -0.108, 0.707, -0.549, -0.606, -0.710, -0.514, 0.509, 0.516, 0.151, 0.177],
  "e_homo_ev": [-9.511, -9.515],
  "charge": 0,
  "gap_ev": [8.821, 8.825]
}

=====

*C*
{
  "formula": "C3H4O4",
  "method": "the ωB97M-V functional and the def2-TZVPD basis",
  "symbols": ["O", "C", "O", "O", "C", "C", "O", "H", "H", "H", "H"],
  "xyz": [[0.231, 1.640, -0.713], [0.570, 0.689, 0.189], [1.701, 0.831, 0.907], [-0.557, 0.411, 1.055], [-0.176, -0.595, 0.180], [-0.946, -1.493, -0.700], [0.043, -1.895, 0.285], [-0.291, 2.391, -0.468], [1.956, 1.737, 1.165], [-1.923, -1.842, -0.220], [-0.609, -1.874, -1.680]],
  "nbo_charge": [-0.723, 0.686, -0.691, -0.501, 0.434, -0.162, -0.451, 0.501, 0.496, 0.201, 0.210],
  "e_homo_ev": -10.079,
  "charge": 0,
  "gap_ev": 10.614,
  "smiles": "OC1(O)O[C@@]12CO2"
}

=====

Relative calculated energies, zero for the most stable structure, unit eV: *A* 2.448; *B* 0.000; *C* 0.757.

=====

*A*
{
  "formula": "C6H16N",
  "method": "the ωB97M-V functional and the def2-TZVPD basis",
  "symbols": ["C", "C", "C", "C", "C", "C", "N", "H", "H", "H", "H", "H", "H", "H", "H", "H", "H", "H", "H", "H", "H", "H", "H"],
  "xyz": [[-1.877, -1.477, 1.325], [-1.007, -0.206, 1.481], [-1.111, 0.636, 0.194], [-0.557, -0.021, -1.114], [0.579, 0.765, -1.725], [1.630, 0.844, -0.593], [2.024, -0.366, 0.225], [-2.891, -1.280, 1.112], [-1.508, -1.889, 0.348], [-1.865, -2.155, 2.118], [0.008, -0.448, 1.803], [-1.371, 0.488, 2.396], [-2.085, 1.150, 0.057], [-0.513, 1.563, 0.223], [-0.038, -0.947, -0.852], [-1.373, -0.257, -1.843], [1.204, 0.300, -2.475], [0.138, 1.748, -1.963], [1.391, 1.691, -0.045], [2.461, 1.169, -1.329], [1.914, -1.252, -0.150], [3.041, -0.171, 0.461], [1.373, -0.395, 1.156]],
  "nbo_charge": [-0.613, -0.389, -0.430, -0.419, -0.407, -0.309, -1.096, 0.207, 0.200, 0.215, 0.174, 0.204, 0.224, 0.198, 0.182, 0.217, 0.217, 0.216, 0.214, 0.224, 0.383, 0.308, 0.281],
  "multiplicity": 2,
  "e_homo_ev": [-3.571, -11.001],
  "charge": 0,
  "gap_ev": [4.501, 11.797]
}

=====

*B*
{
  "formula": "C6H16N",
  "method": "the ωB97M-V functional and the def2-TZVPD basis",
  "symbols": ["C", "C", "C", "C", "C", "C", "N", "H", "H", "H", "H", "H", "H", "H", "H", "H", "H", "H", "H", "H", "H", "H", "H"],
  "xyz": [[-2.166, 1.144, 0.725], [-1.328, -0.178, 0.596], [0.038, 0.139, 0.079], [1.276, -0.547, 0.482], [2.024, -0.903, -0.764], [2.330, 0.394, 1.241], [-1.996, -1.067, -0.366], [-3.234, 0.907, 0.463], [-1.866, 1.785, -0.118], [-2.115, 1.674, 1.696], [-1.176, -0.616, 1.511], [-1.720, 0.615, -2.626], [0.092, 0.944, -0.694], [1.083, -1.435, 1.074], [1.586, -1.682, -1.419], [2.016, -0.014, -1.345], [3.160, -1.130, -0.682], [2.557, 1.169, 0.541], [3.244, -0.198, 1.594], [1.766, 0.851, 2.020], [-2.455, -1.910, -0.062], [-1.849, 1.269, -2.967], [-1.266, -1.212, -0.979]],
  "nbo_charge": [-0.615, -0.133, -0.064, -0.316, -0.593, -0.586, -0.844, 0.220, 0.204, 0.208, 0.180, 0.001, 0.175, 0.205, 0.206, 0.199, 0.206, 0.201, 0.214, 0.205, 0.372, -0.006, 0.358],
  "multiplicity": 2,
  "e_homo_ev": [-7.740, -9.198],
  "charge": 0,
  "gap_ev": [8.896, 9.443]
}

=====

Relative calculated energies, zero for the most stable structure, unit eV: *A* 1.767; *B* 0.000.

=====

*A*
{
  "formula": "C4H21N3O4",
  "method": "the ωB97M-V functional and the def2-TZVPD basis",
  "symbols": ["N", "C", "C", "C", "N", "C", "N", "H", "H", "H", "H", "H", "H", "H", "H", "H", "H", "H", "H", "H", "O", "H", "H", "O", "H", "H", "O", "H", "H", "O", "H", "H"],
  "xyz": [[-0.527, 2.273, 2.957], [-0.307, 2.996, 1.640], [-1.050, 2.356, 0.406], [-0.709, 0.881, 0.119], [0.588, 0.727, -0.679], [-1.992, 0.303, -0.692], [-2.468, -1.021, -0.126], [0.088, 1.623, 3.154], [-1.360, 1.789, 3.092], [0.761, 3.154, 1.216], [-0.836, 3.944, 1.776], [-2.101, 2.646, 0.397], [-0.603, 2.953, -0.470], [-0.628, 0.118, 0.956], [0.196, 0.526, -1.571], [1.172, 1.626, -0.685], [-2.787, 0.978, -0.668], [-1.833, 0.259, -1.792], [-1.623, -1.598, 0.226], [-3.206, -1.060, 0.513], [3.424, -0.030, -0.038], [2.495, -0.301, 0.120], [3.556, 0.850, -0.185], [-0.869, -2.356, -1.997], [-1.416, -2.726, -1.391], [-1.283, -2.309, -2.847], [0.804, -1.987, 1.394], [0.791, -2.911, 1.065], [0.844, -1.339, 0.631], [2.294, -2.703, -2.214], [1.372, -2.908, -2.402], [2.369, -1.773, -2.207]],
  "nbo_charge": [-0.836, -0.221, -0.429, -0.086, -0.885, -0.212, -0.881, 0.349, 0.355, 0.195, 0.195, 0.209, 0.199, 0.208, 0.371, 0.366, 0.194, 0.178, 0.363, 0.371, -0.958, 0.492, 0.461, -0.955, 0.478, 0.479, -0.967, 0.484, 0.483, -0.950, 0.479, 0.470],
  "e_homo_ev": -9.233,
  "charge": 0,
  "gap_ev": 9.681,
  "smiles": "NCC[C@H](N)CN.O.O.O.O"
}

=====

*B*
{
  "formula": "C4H21N3O4",
  "method": "the ωB97M-V functional and the def2-TZVPD basis",
  "symbols": ["C", "N", "C", "C", "N", "C", "N", "H", "H", "H", "H", "H", "H", "H", "H", "H", "H", "H", "H", "H", "O", "H", "H", "O", "H", "H", "O", "H", "H", "O", "H", "H"],
  "xyz": [[-1.138, 0.929, -2.189], [-0.480, 0.224, -1.125], [-0.008, 1.023, -0.006], [0.484, 0.110, 1.112], [-0.654, -0.580, 1.724], [-0.398, -1.830, 2.368], [-0.381, -2.960, 1.411], [-2.199, 1.134, -1.957], [-0.571, 1.746, -2.617], [-1.369, 0.230, -3.005], [-0.952, -0.617, -0.821], [-0.789, 1.651, 0.413], [0.826, 1.674, -0.262], [1.176, -0.597, 0.675], [0.942, 0.722, 1.894], [-1.511, -0.513, 1.199], [0.521, -1.713, 2.946], [-1.261, -2.040, 3.003], [0.471, -2.998, 0.865], [-0.511, -3.835, 1.900], [-2.866, -1.603, 0.146], [-3.804, -1.717, 0.343], [-2.414, -2.343, 0.586], [4.204, 0.802, -0.316], [3.615, 0.419, -0.991], [3.724, 0.673, 0.506], [-1.181, 3.966, -0.627], [-1.134, 3.214, -1.213], [-0.388, 4.490, -0.530], [2.130, -0.263, -1.861], [1.146, -0.263, -1.682], [2.225, -1.108, -2.319]],
  "nbo_charge": [-0.437, -0.674, -0.240, -0.223, -0.671, -0.048, -0.891, 0.186, 0.203, 0.213, 0.399, 0.194, 0.204, 0.175, 0.193, 0.394, 0.171, 0.180, 0.363, 0.363, -0.974, 0.479, 0.498, -0.967, 0.498, 0.455, -0.962, 0.480, 0.482, -1.004, 0.495, 0.468],
  "e_homo_ev": -8.728,
  "charge": 0,
  "gap_ev": 9.240,
  "smiles": "CNCCNCN.O.O.O.O"
}

=====

Relative calculated energies, zero for the most stable structure, unit eV: *A* 2.051; *B* 0.000.

=====

*A*
{
  "formula": "C5H15N2",
  "method": "the ωB97M-V functional and the def2-TZVPD basis",
  "symbols": ["C", "C", "N", "C", "N", "C", "C", "H", "H", "H", "H", "H", "H", "H", "H", "H", "H", "H", "H", "H", "H", "H"],
  "xyz": [[-0.441, 0.517, 2.555], [-0.223, 0.733, 1.089], [-1.201, 1.529, 0.314], [-0.123, -0.711, 0.448], [0.063, -0.521, -1.075], [0.531, -1.802, -1.725], [0.954, 0.499, -1.679], [0.337, -0.208, 3.023], [-1.168, -0.372, 2.592], [-0.789, 1.433, 2.995], [0.684, 1.289, 1.065], [-0.799, 2.429, 0.145], [-2.078, 1.775, 1.023], [-1.037, -1.187, 0.710], [0.704, -1.069, 0.932], [-0.868, -0.239, -1.350], [1.590, -1.954, -1.649], [0.149, -1.706, -2.754], [0.216, -2.707, -1.174], [0.704, 0.673, -2.708], [0.818, 1.430, -1.198], [1.976, 0.170, -1.578]],
  "nbo_charge": [-0.640, -0.069, -0.875, -0.220, -0.351, -0.421, -0.409, 0.248, 0.204, 0.248, 0.195, 0.375, 0.389, 0.237, 0.223, 0.454, 0.235, 0.237, 0.241, 0.242, 0.230, 0.227],
  "e_homo_ev": -13.991,
  "charge": 1,
  "gap_ev": 11.239,
  "smiles": "C[C@H](N)C[NH+](C)C"
}

=====

*B*
{
  "formula": "C5H15N2",
  "method": "the ωB97M-V functional and the def2-TZVPD basis",
  "symbols": ["C", "N", "C", "C", "C", "C", "N", "H", "H", "H", "H", "H", "H", "H", "H", "H", "H", "H", "H", "H", "H", "H"],
  "xyz": [[-3.080, 1.244, -0.012], [-1.760, 0.775, -0.365], [-0.835, 0.453, 0.678], [-0.249, -0.980, 0.447], [0.640, -1.134, -0.767], [1.874, -0.207, -0.781], [2.822, -0.471, 0.332], [-3.222, 2.323, -0.021], [-3.336, 0.784, 0.968], [-3.868, 0.882, -0.699], [-1.264, 1.411, -0.980], [0.025, 1.160, 0.799], [-1.334, 0.467, 1.660], [0.350, -1.057, 1.357], [-1.095, -1.692, 0.430], [0.151, -0.941, -1.756], [1.008, -2.145, -0.863], [1.521, 0.832, -0.732], [2.419, -0.325, -1.717], [3.498, 0.305, 0.421], [3.449, -1.274, 0.397], [2.286, -0.407, 1.203]],
  "nbo_charge": [-0.412, -0.648, -0.204, -0.408, -0.426, -0.235, -0.677, 0.192, 0.197, 0.206, 0.359, 0.144, 0.211, 0.163, 0.252, 0.256, 0.222, 0.232, 0.238, 0.443, 0.453, 0.442],
  "e_homo_ev": -11.819,
  "charge": 1,
  "gap_ev": 8.042,
  "smiles": "CNCCCC[NH3+]"
}

=====

*C*
{
  "formula": "C5H15N2",
  "method": "the ωB97M-V functional and the def2-TZVPD basis",
  "symbols": ["C", "C", "C", "N", "C", "C", "N", "H", "H", "H", "H", "H", "H", "H", "H", "H", "H", "H", "H", "H", "H", "H"],
  "xyz": [[-2.746, 1.175, 0.258], [-1.286, 1.711, 0.249], [-0.474, 0.752, -0.693], [0.021, -0.391, 0.184], [0.668, -1.469, -0.555], [2.201, -1.321, -0.464], [2.352, -0.807, 0.956], [-3.020, 0.841, -0.741], [-3.465, 1.955, 0.521], [-2.856, 0.374, 0.962], [-1.403, 2.678, -0.221], [-1.058, 1.897, 1.301], [-1.104, 0.298, -1.460], [0.255, 1.390, -1.184], [-0.685, -0.672, 0.849], [0.542, -1.347, -1.701], [0.328, -2.499, -0.409], [2.409, -0.504, -1.122], [2.732, -2.269, -0.520], [1.339, -0.171, 0.910], [2.055, -1.370, 1.747], [3.196, -0.251, 1.134]],
  "nbo_charge": [-0.604, -0.437, -0.215, -0.650, -0.267, -0.228, -0.769, 0.204, 0.231, 0.193, 0.227, 0.227, 0.205, 0.217, 0.414, 0.224, 0.239, 0.227, 0.247, 0.449, 0.427, 0.437],
  "e_homo_ev": -14.377,
  "charge": 1,
  "gap_ev": 11.334,
  "smiles": "CCCNCC[NH3+]"
}

=====

Relative calculated energies, zero for the most stable structure, unit eV: *A* 0.782; *B* 0.000; *C* 0.180.